(1)
The following is a quantum chemistry calculation of a 4-piece molecular cluster, C17H35F2NO11S3 overall, from OMol25.

Results
* SMILES string: O=C(F)C[C@H]1CNC(=O)[C@@H]1CCF.CCOS(C)(=O)=O.CCOS(C)(=O)=O.CCOS(C)(=O)=O
* HOMO: -0.3494 Ha
* E: -2945.4022 Ha
* Kohn-Sham gap: 9.88 eV

Geometry as ORCA input:
```
! wB97M-V def2-TZVPD RIJCOSX def2/J DEFGRID3
* xyz 0 1
O 2.519 -4.768 -2.456
C 1.409 -4.543 -2.305
F 0.695 -4.089 -3.344
C 0.621 -4.638 -1.044
C 0.632 -6.009 -0.372
C -0.600 -6.174 0.551
N -0.508 -7.604 0.973
C 0.375 -8.254 0.028
O 0.896 -9.268 0.187
C 0.480 -7.284 -1.179
C 1.565 -7.723 -2.140
C 1.149 -7.590 -3.611
F 0.076 -6.737 -3.769
H -0.370 -4.240 -1.227
H 1.090 -3.948 -0.354
H 1.465 -6.071 0.326
H -0.675 -5.474 1.365
H -1.464 -6.165 -0.111
H -1.398 -8.028 0.723
H -0.513 -7.398 -1.607
H 2.495 -7.195 -1.969
H 1.785 -8.774 -1.987
H 0.840 -8.569 -3.960
H 1.962 -7.225 -4.228
O -0.137 -1.659 -0.986
S 0.100 -0.443 -1.707
O 1.426 -0.063 -2.078
O -0.594 0.756 -0.932
C -0.263 0.950 0.461
C 1.107 1.573 0.644
C -0.925 -0.409 -3.138
H -0.346 0.004 0.999
H -1.023 1.618 0.859
H 1.897 0.895 0.317
H 1.276 1.813 1.691
H 1.195 2.483 0.054
H -1.940 -0.670 -2.852
H -0.526 -1.142 -3.837
H -0.882 0.586 -3.573
O -3.366 2.502 0.740
S -3.832 3.782 0.303
O -2.913 4.843 0.035
O -4.942 4.297 1.322
C -4.598 4.356 2.720
C -3.695 5.530 3.045
C -4.888 3.576 -1.091
H -4.150 3.411 3.033
H -5.542 4.459 3.252
H -2.715 5.416 2.582
H -3.552 5.610 4.123
H -4.126 6.460 2.672
H -5.609 2.792 -0.876
H -4.259 3.295 -1.933
H -5.385 4.521 -1.295
O 1.905 4.188 1.914
S 3.088 4.812 2.421
O 3.061 5.552 3.643
O 3.718 5.719 1.273
C 2.872 6.708 0.655
C 2.651 7.916 1.545
C 4.386 3.625 2.501
H 1.925 6.255 0.357
H 3.388 7.011 -0.254
H 2.073 7.655 2.431
H 2.107 8.690 1.002
H 3.604 8.322 1.885
H 4.429 3.083 1.560
H 4.153 2.946 3.320
H 5.321 4.142 2.699
*
```

(2)
The following is a quantum chemistry calculation of a single C13H19N3O2 molecule, from OMol25.

Results
* SMILES string: CN1CCC=C(C2=NO[C@@H](N3CCCC3=O)C2)C1
* HOMO: -0.2973 Ha
* E: -821.3718 Ha
* Kohn-Sham gap: 8.45 eV

Geometry as ORCA input:
```
! wB97M-V def2-TZVPD RIJCOSX def2/J DEFGRID3
* xyz 0 1
O 1.686 1.482 -3.817
N -0.052 -2.183 -0.730
O 0.038 -1.999 -2.149
C 0.568 1.190 -3.473
C 0.857 -1.440 -0.096
C 0.839 -1.130 1.350
C 1.953 -0.732 2.004
N -0.606 -0.176 2.985
N 0.104 0.132 -2.759
C -1.917 0.214 3.420
C -0.561 -1.134 1.854
C 1.779 -0.077 3.342
C 1.761 -0.904 -1.073
C -0.459 2.244 -3.755
C 0.417 -0.115 3.966
C -1.340 0.298 -2.549
C 0.915 -1.025 -2.421
C -1.812 1.592 -3.229
H 2.889 -0.674 1.503
H -2.693 0.004 2.642
H -2.218 -0.369 4.332
H -2.042 1.238 3.634
H -0.942 -2.193 2.070
H -1.109 -0.690 0.985
H 1.838 1.008 3.239
H 2.524 -0.408 4.058
H 2.606 -1.518 -1.086
H 2.098 0.077 -0.755
H -0.295 3.217 -3.258
H -0.469 2.389 -4.826
H 0.266 -1.105 4.470
H 0.270 0.766 4.601
H -1.697 0.329 -1.520
H -1.987 -0.529 -3.040
H 1.562 -1.288 -3.280
H -2.415 1.257 -4.150
H -2.356 2.253 -2.490
*
```

(3)
The following is a quantum chemistry calculation of an isolated ion of composition C6H17N2 and charge +1, from OMol25.

Results
* SMILES string: CC[C@H]([NH3+])CN(C)C
* HOMO: -0.4702 Ha
* E: -347.9918 Ha
* Kohn-Sham gap: 9.47 eV

Geometry as ORCA input:
```
! wB97M-V def2-TZVPD RIJCOSX def2/J DEFGRID3
* xyz 1 1
N 0.991 0.042 -1.379
C -0.005 0.719 -0.444
C -1.008 1.629 -1.207
C -0.559 3.048 -1.205
C -0.600 -0.500 0.312
N 0.535 -1.318 0.957
C 0.511 -2.727 0.679
C 0.327 -1.124 2.481
H 1.949 -0.173 -0.890
H 0.590 -0.865 -1.738
H 1.214 0.537 -2.251
H 0.574 1.264 0.255
H -2.025 1.377 -0.623
H -1.246 1.206 -2.271
H 0.426 3.293 -1.650
H -1.145 3.641 -1.799
H -0.684 3.636 -0.253
H -1.202 -1.250 -0.341
H -1.334 -0.084 1.065
H 1.489 -3.084 0.335
H -0.269 -2.771 -0.106
H 0.231 -3.236 1.616
H -0.195 -0.226 2.623
H 1.388 -0.910 2.829
H 0.046 -2.124 3.004
*
```

(4)
The following is a quantum chemistry calculation of a 11-piece molecular cluster, C22H66O11 overall, from OMol25.

Results
* SMILES string: CCO.CCO.CCO.CCO.CCO.CCO.CCO.CCO.CCO.CCO.CCO
* HOMO: -0.3415 Ha
* E: -1705.2933 Ha
* Kohn-Sham gap: 9.54 eV

Geometry as ORCA input:
```
! wB97M-V def2-TZVPD RIJCOSX def2/J DEFGRID3
* xyz 0 1
C 0.775 4.164 1.840
C 1.398 3.462 0.681
O 2.696 3.982 0.468
H 1.365 4.170 2.757
H -0.176 3.672 2.045
H 0.529 5.210 1.659
H 0.829 3.513 -0.247
H 1.472 2.422 0.998
H 3.249 3.939 1.251
C 1.351 -3.372 2.648
C 1.789 -3.630 4.152
O 2.956 -4.456 4.137
H 1.138 -4.341 2.199
H 2.064 -2.772 2.081
H 0.435 -2.792 2.535
H 1.005 -4.071 4.768
H 2.083 -2.711 4.658
H 3.261 -4.565 5.040
C -0.674 0.525 -0.870
C -1.085 -0.937 -0.489
O -0.149 -1.547 0.338
H 0.116 0.455 -1.618
H -0.271 1.068 -0.015
H -1.554 0.962 -1.342
H -1.265 -1.499 -1.406
H -2.078 -0.898 -0.042
H -0.263 -2.500 0.326
C 0.904 2.757 -3.834
C -0.315 3.383 -4.573
O -1.520 3.039 -3.911
H 0.940 1.669 -3.773
H 1.016 2.970 -2.771
H 1.844 3.099 -4.267
H -0.294 2.914 -5.556
H -0.171 4.450 -4.742
H -2.107 2.663 -4.571
C 0.634 0.263 3.204
C 2.084 0.270 2.727
O 2.082 -0.102 1.371
H 0.700 0.591 4.242
H 0.110 -0.692 3.247
H 0.040 0.961 2.615
H 2.652 -0.488 3.266
H 2.508 1.265 2.861
H 1.212 -0.449 1.162
C 3.493 1.217 -1.749
C 4.431 1.004 -0.541
O 4.495 -0.398 -0.318
H 3.647 0.606 -2.639
H 3.450 2.259 -2.066
H 2.457 1.084 -1.436
H 4.019 1.485 0.346
H 5.459 1.364 -0.576
H 3.662 -0.631 0.097
C -2.916 2.066 1.561
C -3.660 3.028 0.698
O -2.995 4.252 0.759
H -2.986 2.367 2.606
H -1.859 1.996 1.304
H -3.454 1.131 1.401
H -4.653 3.226 1.102
H -3.638 2.696 -0.340
H -2.424 4.351 -0.007
C -1.986 6.340 -2.542
C -0.949 5.518 -1.783
O -1.497 4.276 -1.490
H -2.746 6.713 -1.856
H -2.447 5.748 -3.333
H -1.453 7.169 -3.007
H -0.696 5.963 -0.821
H 0.027 5.371 -2.244
H -1.472 3.743 -2.287
C -0.567 -6.582 0.678
C -0.992 -5.540 -0.435
O -1.306 -4.250 0.076
H 0.356 -6.283 1.174
H -0.323 -7.529 0.198
H -1.299 -6.645 1.483
H -1.832 -5.924 -1.013
H -0.217 -5.475 -1.198
H -2.006 -4.443 0.704
C -3.443 -2.432 2.185
C -3.850 -3.813 2.849
O -3.304 -4.863 2.028
H -3.864 -1.577 2.715
H -3.700 -2.313 1.133
H -2.374 -2.251 2.304
H -4.928 -3.924 2.962
H -3.525 -3.851 3.888
H -3.403 -5.720 2.448
C 2.123 -3.118 -2.531
C 1.092 -2.775 -3.557
O 1.312 -3.461 -4.741
H 1.890 -2.613 -1.593
H 3.140 -2.863 -2.828
H 2.196 -4.179 -2.293
H 1.206 -1.744 -3.893
H 0.025 -2.825 -3.340
H 0.970 -2.964 -5.488
*
```

(5)
The following is a quantum chemistry calculation of a single C3H6OS molecule, from OMol25.

Results
* SMILES string: CCC(=O)S
* HOMO: -0.3687 Ha
* E: -591.3156 Ha
* Kohn-Sham gap: 10.83 eV

Geometry as ORCA input:
```
! wB97M-V def2-TZVPD RIJCOSX def2/J DEFGRID3
* xyz 0 1
C -0.503 -1.004 -0.852
C 0.503 0.116 -0.639
C 0.411 0.462 0.861
H -0.561 -1.587 0.052
H -0.453 -1.761 -1.636
H -1.515 -0.515 -0.947
H 0.464 0.999 -1.248
H 1.544 -0.351 -0.774
H -0.327 1.756 2.329
O 0.666 -0.306 1.741
S -0.227 2.191 1.112
*
```

(6)
The following is a quantum chemistry calculation of a single C21H16N4O3S molecule, from OMol25.

Results
* SMILES string: O=C(O)c1coc(-c2ccc3c(c2)/C(=N\Nc2nc4ccccc4s2)CCC3)n1
* HOMO: -0.2865 Ha
* E: -1652.7822 Ha
* Kohn-Sham gap: 7.82 eV

Geometry as ORCA input:
```
! wB97M-V def2-TZVPD RIJCOSX def2/J DEFGRID3
* xyz 0 1
O -5.449 -2.341 -4.029
N -1.962 -2.503 -3.083
N -1.129 1.275 2.333
N 1.847 1.594 0.417
O -4.185 -4.235 -4.072
O -2.153 -0.339 -2.515
S 0.570 3.221 2.812
C -4.361 -2.892 -3.854
C -1.343 -1.435 -2.615
C 0.005 1.800 1.929
C -3.391 -0.804 -2.826
C -3.278 -2.104 -3.245
C 2.526 0.851 -0.437
C -3.127 2.263 5.269
C -2.402 3.413 5.634
C -2.701 1.559 4.136
C -1.249 3.801 4.938
C 0.949 -2.584 -2.501
C 0.633 -0.364 -1.582
C 2.285 -2.527 -2.102
C -1.594 1.966 3.439
C -0.823 3.062 3.830
C 0.104 -1.489 -2.209
C 1.963 -0.311 -1.108
C 2.801 -1.403 -1.417
N 0.591 1.232 0.829
C 3.986 1.122 -0.720
C 4.240 -1.398 -1.002
C 4.747 -0.153 -0.282
H -4.977 -4.583 -4.477
H -4.310 -0.218 -2.847
H -3.962 1.893 5.857
H -2.755 4.017 6.471
H -3.245 0.685 3.802
H -0.729 4.677 5.330
H 0.559 -3.451 -3.034
H -0.030 0.528 -1.482
H 3.013 -3.338 -2.259
H 0.190 0.355 0.533
H 4.116 1.324 -1.764
H 4.322 2.041 -0.193
H 4.371 -2.259 -0.359
H 4.867 -1.582 -1.872
H 4.633 -0.365 0.798
H 5.836 -0.001 -0.468
*
```

(7)
The following is a quantum chemistry calculation of a 2-piece molecular cluster, C2H6NO2P overall, from OMol25.

Results
* HOMO (alpha / beta): -0.3203 / -0.3504 Ha
* E: -626.1010 Ha
* Kohn-Sham gap (alpha / beta): 7.61 / 7.65 eV

Geometry as ORCA input:
```
! wB97M-V def2-TZVPD RIJCOSX def2/J DEFGRID3
* xyz 0 1
C -0.528 1.246 0.152
C 0.126 -0.051 0.051
N 1.571 -0.151 0.106
O 1.970 -1.313 0.010
O 2.309 0.801 0.163
P -0.472 -1.643 0.049
H -0.049 2.016 -0.400
H -1.508 1.030 -0.209
H -0.397 1.417 1.231
H -0.721 -0.008 -2.419
H -0.511 -1.980 1.455
H -1.791 -1.365 -0.190
*
```

(8)
The following is a quantum chemistry calculation of a 10-piece molecular cluster, C28H82N6O10 overall, from OMol25.

Results
* SMILES string: COC[C@H](C)N.COC[C@H](C)N.COC[C@H](C)N.COC[C@H](C)N.COC[C@H](C)N.COC[C@H](C)N.CO.CO.CO.CO
* HOMO: -0.3303 Ha
* E: -2196.6189 Ha
* Kohn-Sham gap: 8.93 eV

Geometry as ORCA input:
```
! wB97M-V def2-TZVPD RIJCOSX def2/J DEFGRID3
* xyz 0 1
C -2.591 8.489 -2.985
C -3.958 8.021 -2.509
C -3.977 6.501 -2.299
O -3.844 5.841 -3.546
C -3.599 4.425 -3.486
N -4.201 8.721 -1.235
H -2.368 8.144 -3.994
H -1.723 8.088 -2.460
H -2.523 9.576 -2.948
H -4.774 8.206 -3.208
H -4.953 6.341 -1.840
H -3.174 6.205 -1.623
H -2.823 4.081 -2.802
H -3.422 4.029 -4.486
H -4.484 3.960 -3.052
H -5.147 8.559 -0.919
H -4.258 9.721 -1.363
C 3.159 3.065 -5.219
C 3.069 4.162 -6.248
C 2.360 5.368 -5.611
O 2.174 6.557 -6.414
C 1.405 6.437 -7.639
N 4.441 4.517 -6.607
H 2.194 2.698 -4.869
H 3.668 3.426 -4.325
H 3.802 2.258 -5.570
H 2.583 3.800 -7.154
H 2.861 5.656 -4.687
H 1.379 5.095 -5.221
H 1.907 5.832 -8.395
H 1.041 7.396 -8.008
H 0.486 5.885 -7.442
H 4.855 4.751 -5.716
H 4.436 5.381 -7.131
C -2.976 -11.370 -0.132
C -4.013 -11.051 0.979
C -4.953 -9.842 0.654
O -4.145 -8.707 0.700
C -4.611 -7.587 -0.124
N -4.847 -12.256 1.023
H -2.312 -12.139 0.265
H -2.273 -10.547 -0.262
H -3.406 -11.650 -1.093
H -3.579 -10.926 1.971
H -5.811 -9.927 1.321
H -5.376 -10.021 -0.335
H -5.662 -7.298 -0.117
H -4.217 -7.724 -1.132
H -4.059 -6.697 0.180
H -4.342 -13.068 1.349
H -5.550 -12.088 1.729
C 2.587 -5.475 2.555
C 1.297 -6.210 2.906
C 0.500 -5.638 4.082
O 1.277 -5.796 5.285
C 0.798 -4.922 6.320
N 0.513 -6.353 1.690
H 3.015 -5.749 1.591
H 3.360 -5.557 3.320
H 2.353 -4.411 2.508
H 1.611 -7.246 3.033
H -0.409 -6.221 4.234
H 0.295 -4.578 3.928
H 1.089 -5.297 7.301
H -0.270 -4.708 6.289
H 1.296 -3.962 6.183
H 0.072 -5.461 1.517
H -0.252 -6.894 2.067
C 4.579 1.303 4.608
C 5.088 2.702 4.954
C 5.889 3.466 3.900
O 6.205 4.819 4.375
C 7.118 5.377 3.510
N 3.798 3.418 5.189
H 3.996 0.794 5.376
H 5.463 0.672 4.524
H 4.041 1.207 3.665
H 5.662 2.566 5.871
H 5.402 3.560 2.929
H 6.756 2.840 3.688
H 6.831 5.315 2.460
H 8.136 5.101 3.786
H 7.148 6.453 3.680
H 3.894 4.376 5.495
H 3.259 3.480 4.337
C -1.686 1.063 3.888
C -2.006 2.546 4.011
C -1.770 3.324 2.779
O -0.351 3.439 2.581
C 0.047 4.157 1.456
N -3.381 2.766 4.494
H -0.713 0.915 3.421
H -2.332 0.434 3.275
H -1.627 0.580 4.864
H -1.342 2.847 4.821
H -2.119 4.352 2.874
H -2.126 2.823 1.879
H -0.377 5.141 1.253
H -0.286 3.715 0.517
H 1.133 4.240 1.432
H -3.559 3.758 4.432
H -3.472 2.533 5.472
C -6.388 -1.605 -1.887
O -5.575 -1.470 -0.676
H -6.934 -2.544 -1.797
H -7.053 -0.749 -2.000
H -5.757 -1.671 -2.774
H -6.113 -1.201 0.072
C -0.420 -2.811 -5.472
O -0.957 -3.942 -4.795
H 0.495 -2.517 -4.957
H -0.402 -2.924 -6.556
H -1.088 -1.996 -5.191
H -0.871 -3.904 -3.839
C 0.120 -0.978 -0.723
O -0.777 -2.041 -0.446
H -0.250 -0.268 -1.463
H 0.284 -0.333 0.140
H 1.034 -1.450 -1.082
H -1.630 -1.664 -0.219
C 7.102 -0.747 -0.534
O 8.231 -1.229 0.164
H 7.275 -0.706 -1.609
H 6.162 -1.299 -0.517
H 6.821 0.263 -0.236
H 8.395 -2.112 -0.174
*
```

(9)
The following is a quantum chemistry calculation of C21H35N9NaOPS as an isolated structure, from OMol25.

Results
* HOMO: -0.2025 Ha
* E: -2290.9926 Ha
* Kohn-Sham gap: 5.13 eV

Geometry as ORCA input:
```
! wB97M-V def2-TZVPD RIJCOSX def2/J DEFGRID3
* xyz 0 1
Na 0.823 -0.647 0.434
C -3.382 -2.133 1.401
C -2.002 -1.850 0.887
N -0.948 -1.756 1.590
C -0.913 -1.963 3.032
C 0.520 -2.270 3.455
N 1.397 -1.112 3.315
C 2.835 -1.391 3.341
C 3.440 -2.202 2.190
N 3.630 -1.423 0.974
C 3.797 -2.226 -0.238
C 3.457 -1.451 -1.508
N 2.029 -1.129 -1.436
C 1.166 -0.957 -2.611
C 1.650 -1.293 -3.992
C -0.288 -1.321 -2.319
C -1.267 -1.517 -3.295
C -2.565 -1.789 -2.891
C -2.884 -1.891 -1.537
C -1.848 -1.703 -0.631
N -0.625 -1.413 -1.043
H -3.444 -2.033 2.481
H -3.689 -3.144 1.124
H -4.100 -1.446 0.953
H -1.560 -2.794 3.327
H -1.266 -1.058 3.538
H 0.857 -3.139 2.874
H 0.522 -2.570 4.507
H 1.131 -0.565 2.508
H 3.029 -1.919 4.278
H 3.360 -0.435 3.410
H 2.825 -3.099 2.002
H 4.417 -2.574 2.515
H 2.857 -0.785 0.846
H 3.164 -3.128 -0.201
H 4.837 -2.564 -0.283
H 3.690 -2.055 -2.388
H 4.037 -0.528 -1.581
H 2.691 -1.002 -4.104
H 1.098 -0.709 -4.731
H 1.497 -2.354 -4.204
H -1.017 -1.451 -4.344
H -3.341 -1.932 -3.631
H -3.891 -2.121 -1.225
O 3.582 0.860 -3.608
S 2.665 1.430 -2.513
N 1.565 0.239 -1.923
C -2.265 4.274 1.252
N -2.809 3.007 0.762
C -2.988 3.119 -0.687
N -1.783 3.497 -1.411
C -1.270 4.743 -0.848
N -1.032 4.691 0.594
C 0.077 3.790 0.913
P -0.208 2.050 0.347
C -1.912 1.896 1.084
C -0.771 2.440 -1.369
H -2.090 4.194 2.328
H -3.017 5.049 1.081
H -3.750 3.881 -0.872
H -3.352 2.163 -1.073
H -2.007 5.529 -1.036
H -0.341 5.007 -1.356
H 0.254 3.791 1.992
H 0.991 4.167 0.445
H -1.823 1.809 2.172
H -2.370 0.965 0.732
H -1.168 1.528 -1.825
H 0.095 2.722 -1.975
*
```